(i)
Molecular formula: C5H10
Method: DFT, the ωB97M-V functional and the def2-TZVPD basis

Values from the calculation:
- 2S+1: 1
- SMILES string: C1=CC1.[H][H].C=C

Last column: natural (NBO) charge in e.
Cartesian coordinates (Å):
C  -1.2367  -0.6649  -0.8176  -0.180
C  -1.5036  0.5839  -1.0092  -0.194
C  -1.7855  0.0653  0.3679  -0.431
H  -0.9381  -1.6190  -1.2167  0.225
H  -1.5675  1.4229  -1.6816  0.227
H  -1.1278  0.3320  1.2042  0.176
H  -2.8201  -0.1127  0.6661  0.177
H  0.7636  1.7562  0.1001  0.003
H  0.1732  1.8859  -0.3320  -0.001
C  1.9751  -0.0607  0.6746  -0.399
C  1.3787  -1.1624  0.2342  -0.390
H  1.8116  0.3152  1.6831  0.197
H  2.6322  0.5280  0.0375  0.198
H  1.5384  -1.5302  -0.7773  0.194
H  0.7068  -1.7396  0.8666  0.198


(ii)
Molecular formula: C5H10
Method: DFT, the ωB97M-V functional and the def2-TZVPD basis

Values from the calculation:
- 2S+1: 1

Last column: natural (NBO) charge in e.
Cartesian coordinates (Å):
C  -1.3520  2.0180  -1.4409  -0.854
C  -0.2463  -0.2373  0.6586  -0.012
C  1.1628  0.0450  0.9008  -0.456
C  0.8559  -1.4679  1.2943  -0.412
C  -0.1083  -1.5442  0.0286  -0.456
H  -2.2079  1.7282  -2.0563  0.211
H  -1.4249  3.0797  -1.1914  0.212
H  -0.4278  1.8372  -1.9974  0.205
H  -1.3494  1.4287  -0.5183  0.230
H  1.9089  -0.0071  0.0963  0.194
H  1.4168  0.7765  1.6681  0.217
H  0.4500  -1.6823  2.2773  0.246
H  1.7420  -2.0624  1.0848  0.265
H  -0.9721  -2.2090  0.0299  0.217
H  0.5524  -1.7031  -0.8344  0.194


(iii)
Molecular formula: C5H10
Method: DFT, the ωB97M-V functional and the def2-TZVPD basis

Values from the calculation:
- 2S+1: 1
- SMILES string: C=CC(C)C

Last column: natural (NBO) charge in e.
Cartesian coordinates (Å):
C  -1.8419  0.1487  -0.3518  -0.418
C  -1.0549  -0.1843  0.6671  -0.153
C  0.4516  -0.0992  0.4961  -0.300
C  0.8486  1.2769  -0.0070  -0.615
C  0.7956  -1.2980  -0.3123  -0.583
H  -2.8906  0.0845  -0.3821  0.199
H  -1.4369  0.6310  -1.2651  0.191
H  -1.4564  -0.7035  1.6850  0.210
H  0.8988  -0.2555  1.4506  0.207
H  0.3291  1.8165  -0.9288  0.213
H  1.9622  1.3296  -0.3050  0.207
H  0.7571  2.0966  0.7499  0.218
H  0.3823  -2.0970  0.2965  0.211
H  1.8693  -1.3867  -0.3950  0.203
H  0.3860  -1.3595  -1.3983  0.209


(iv)
Molecular formula: C5H10
Method: DFT, the ωB97M-V functional and the def2-TZVPD basis

Values from the calculation:
- 2S+1: 1

Last column: natural (NBO) charge in e.
Cartesian coordinates (Å):
C  1.8336  0.2354  -0.7425  -0.646
C  0.5013  -0.4480  -0.4443  -0.231
C  -0.6074  0.3737  -0.3914  0.047
C  -2.0311  -0.1570  -0.2601  -0.660
C  0.2761  -0.4150  1.0537  -0.625
H  2.5314  -0.2088  -0.0291  0.205
H  1.8371  1.2864  -0.3669  0.184
H  2.3353  0.1960  -1.7581  0.226
H  -0.7062  1.4658  -0.6064  0.184
H  -2.4160  -0.0996  -1.2931  0.240
H  -2.0306  -1.2599  -0.1054  0.224
H  -2.7339  0.3906  0.3294  0.219
H  0.2529  0.5237  1.6611  0.176
H  1.4024  -0.7611  1.5873  0.226
H  -0.4448  -1.1221  1.3657  0.232


How far above the most stable structure does each one sit? In kJ/mol: (i) 313.8; (ii) 264.7; (iii) 0.0; (iv) 308.7.


(i)
Molecular formula: C2HO3S
Method: DFT, the ωB97M-V functional and the def2-TZVPD basis

Values from the calculation:
- Net charge: -1
- 2S+1: 1
- SMILES string: O=COC([O-])=S

Last column: natural (NBO) charge in e.
Cartesian coordinates (Å):
O  1.5041  1.2130  -0.0123  -0.606
C  1.2487  0.0419  -0.0027  0.664
O  0.1171  -0.5981  0.0041  -0.571
C  -1.2409  0.0305  0.0038  0.517
O  -1.3385  1.2258  0.0100  -0.620
S  -2.3560  -1.1858  -0.0040  -0.445
H  2.0655  -0.7272  0.0010  0.061


(ii)
Molecular formula: C2HO3S
Method: DFT, the ωB97M-V functional and the def2-TZVPD basis

Values from the calculation:
- Net charge: -1
- 2S+1: 1
- SMILES string: C#CS(=O)(=O)[O-]

Last column: natural (NBO) charge in e.
Cartesian coordinates (Å):
C  -0.8538  0.1619  1.6478  -0.294
C  -0.3956  0.1555  0.5568  -0.297
S  0.4486  -0.2086  -0.9615  2.314
O  1.4349  -1.0526  -0.4154  -0.984
O  1.0739  1.2015  -1.4948  -0.994
O  -0.4726  -0.8690  -1.9445  -0.971
H  -1.2355  0.6113  2.6117  0.226


How far above the most stable structure does each one sit? In kJ/mol: (i) 0.0; (ii) 313.9.


(i)
Molecular formula: C2H10N
Method: DFT, the ωB97M-V functional and the def2-TZVPD basis

Values from the calculation:
- Net charge: +1
- 2S+1: 1

Last column: natural (NBO) charge in e.
Cartesian coordinates (Å):
N  -2.1958  1.7008  -1.3953  -0.867
H  -1.2651  1.9620  -1.0617  0.471
H  -2.9954  2.3092  -1.1666  0.469
H  -2.1391  1.7279  -2.4173  0.459
H  -2.4476  0.7377  -1.1116  0.467
C  1.0419  -1.7375  1.0536  -0.614
C  1.6948  -0.4096  0.6772  -0.605
H  1.7744  -2.4893  1.3370  0.225
H  0.4853  -2.1318  0.2037  0.195
H  0.4318  -1.6089  1.9487  0.207
H  2.0050  0.1388  1.5769  0.214
H  2.5923  -0.5461  0.0827  0.220
H  1.0176  0.3469  0.2726  0.158


(ii)
Molecular formula: C2H10N
Method: DFT, the ωB97M-V functional and the def2-TZVPD basis

Values from the calculation:
- Net charge: +1
- 2S+1: 1

Last column: natural (NBO) charge in e.
Cartesian coordinates (Å):
N  0.6760  -1.1509  -1.6548  -0.874
H  1.5046  -1.7260  -1.4284  0.460
H  0.9473  -0.3947  -2.2934  0.466
H  -0.0701  -1.7703  -1.9788  0.465
H  0.3948  -0.7203  -0.7567  0.470
C  -1.1336  0.5530  0.8805  -0.605
C  0.3289  0.9387  1.1482  -0.623
H  -1.5681  -0.1744  1.5587  0.226
H  -1.2697  0.1047  -0.1088  0.146
H  -1.7816  1.4254  0.9455  0.237
H  0.4295  1.3090  2.1615  0.251
H  0.8847  -0.0097  1.1607  0.171
H  0.6572  1.6155  0.3659  0.210


How far above the most stable structure does each one sit? In kJ/mol: (i) 23.0; (ii) 0.0.